# 1
{"formula": "C5H10N2O", "method": "wB97M-V/def2-TZVPD", "largest_force_ev_per_a": 6.24, "mol_weight_da": 114.15, "species": ["C", "C", "C", "C", "C", "N", "N", "O", "H", "H", "H", "H", "H", "H", "H", "H", "H", "H"], "xyz": [[-0.16, 1.57, -0.12], [-0.59, -0.92, -0.05], [0.82, 0.42, -0.32], [-2.99, -0.42, 0.32], [3.03, -0.25, 0.11], [-1.36, 1.31, 0.20], [-1.59, 0.00, 0.37], [1.80, 0.31, 0.66], [-0.02, 2.60, -0.32], [-0.66, -1.31, -1.01], [0.01, -1.35, 0.71], [1.27, 0.36, -1.29], [-3.54, 0.43, 0.84], [-3.16, -0.23, -0.72], [-3.17, -1.44, 0.72], [3.35, 0.42, -0.73], [3.08, -1.26, -0.25], [3.87, -0.22, 0.88]], "nbo_charge": [-0.09, -0.27, 0.09, -0.42, -0.27, -0.18, -0.29, -0.53, 0.20, 0.19, 0.21, 0.17, 0.22, 0.19, 0.22, 0.17, 0.18, 0.20]}

# 2
{"formula": "C2Cl2OS2", "method": "wB97M-V/def2-TZVPD", "largest_force_ev_per_a": 2.05, "smiles": "S=C(Cl)Cl.O=C=S", "mol_weight_da": 175.06, "species": ["S", "C", "Cl", "Cl", "O", "C", "S"], "xyz": [[-3.48, 0.20, -0.02], [-1.90, 0.16, -0.09], [-0.97, -1.14, -0.60], [-1.06, 1.55, 0.39], [1.78, -0.86, 1.01], [2.41, -0.36, 0.17], [3.22, 0.45, -0.86]], "nbo_charge": [0.15, -0.35, 0.12, 0.09, -0.46, 0.42, 0.03]}

Taking the records one at a time from the top gives energy above the lowest of the compared OMol25 structures with the same formula, charge and spin values of 105.4; 3.2 kcal/mol.
Taking the records one at a time from the top gives Kohn-Sham gap values of 8.890; 8.657 eV.